{
  "formula": "C6H19AgN5O3",
  "method": "ωB97M-V/def2-TZVPD",
  "energy_ha": -886.1739,
  "charge": 1,
  "e_above_lowest_ev": 3.006,
  "homo_energy_ev": -12.06,
  "elements": ["Ag", "C", "C", "C", "O", "C", "N", "H", "H", "H", "H", "H", "H", "H", "H", "H", "H", "H", "C", "O", "N", "N", "H", "H", "H", "H", "C", "O", "N", "N", "H", "H", "H", "H"],
  "coordinates": [[10.6969, -16.6612, -1.9726], [16.6663, -17.7244, -3.8999], [15.6551, -17.9636, -2.8364], [16.1550, -17.7373, -1.4317], [17.2567, -18.6003, -1.2839], [18.1553, -18.3843, -0.1482], [14.4798, -17.0895, -3.1831], [17.5090, -18.4149, -3.9338], [16.8752, -16.6592, -3.8007], [16.1862, -17.8456, -4.8710], [15.3583, -19.0124, -2.8514], [15.2722, -17.9989, -0.8483], [16.3122, -16.6624, -1.3417], [18.2590, -17.3129, 0.0237], [19.1508, -18.8124, -0.2651], [17.7535, -18.8081, 0.7721], [14.2200, -17.1903, -4.1539], [14.9192, -16.1896, -3.0518], [6.6663, -18.9329, 0.0428], [7.3528, -18.6006, -0.8359], [5.5646, -18.4253, 0.3806], [7.0003, -19.9827, 0.8319], [5.0750, -18.9546, 1.0879], [5.2448, -17.5906, -0.0896], [6.3832, -20.1687, 1.6095], [8.0030, -20.0975, 0.8708], [8.1861, -15.6400, -5.6044], [8.9814, -16.4904, -5.2874], [7.0937, -15.3511, -4.9495], [8.3629, -14.7700, -6.5514], [6.3208, -14.7897, -5.2774], [6.8273, -16.0193, -4.2405], [9.3340, -14.8491, -6.8173], [7.7029, -14.4832, -7.2601]],
  "forces_ev_per_angstrom": [[-0.021, -0.229, -0.404], [0.173, 0.050, -0.793], [-1.074, -1.262, -1.099], [-0.728, -0.153, -0.681], [1.071, 0.220, 0.954], [-1.156, 0.567, -0.091], [0.309, -0.427, 1.859], [0.238, 0.477, 0.491], [0.991, 0.012, -0.300], [-0.091, 0.012, -0.125], [-0.323, -0.080, -0.176], [0.236, -0.077, 0.921], [0.774, 0.216, 0.519], [0.124, 0.111, -0.082], [-0.306, -0.131, -0.763], [-0.306, -0.145, -0.043], [0.273, -0.038, -0.102], [-0.569, 0.716, -0.402], [1.463, -3.421, 2.141], [3.969, 2.507, -4.774], [-5.254, 2.512, 1.383], [0.654, -1.208, 0.571], [-0.739, 1.098, -0.275], [-0.451, -0.434, 0.285], [0.931, -0.316, 0.209], [-0.369, -0.589, 0.434], [-0.883, -0.229, 0.706], [1.564, -1.184, 1.048], [-3.685, -1.053, 3.277], [2.904, 2.128, -3.788], [0.566, 0.122, -0.207], [-0.128, -0.017, -0.116], [-0.171, 0.340, -0.998], [0.013, -0.096, 0.419]]
}